## A
Below is 2 unconnected molecules or ions with the total composition C3H9N3, with properties calculated with ωB97M-V/def2-TZVPD.

Summary:
Spin multiplicity = 1
LUMO energy = 0.80 eV
Frontier orbital gap = 8.40 eV
HOMO = -7.6 eV

Cartesian coordinates (Å):
1 C -2.2799 1.2460 0.2671
2 C 2.2116 0.9008 -0.3573
3 C 1.2539 -1.2020 0.1118
4 N -1.7333 0.0930 -0.0320
5 N -2.2174 -1.1288 0.0218
6 N 1.2334 0.1061 -0.4708
7 H -1.5912 2.0134 0.1359
8 H -3.2268 1.3411 0.7008
9 H 2.9940 0.8549 0.4166
10 H 1.9592 1.8813 -0.7490
11 H 1.2543 -1.8695 -0.7313
12 H 2.0824 -1.2123 0.9133
13 H 0.3114 -1.4230 0.4419
14 H -0.7133 0.1027 -0.1712
15 H -1.5384 -1.7036 -0.4977

Here are the Mulliken charges for atoms 1 to 5, given in e: -0.4607 -0.3308 -0.8211 0.5021 -0.9087

## B
Below is a molecular structure, C3H9N3, with properties calculated with ωB97M-V/def2-TZVPD.

Summary:
Spin multiplicity = 1
LUMO energy = 0.79 eV
Frontier orbital gap = 10.37 eV
HOMO = -9.6 eV

Cartesian coordinates (Å):
1 C -0.4741 1.1126 -0.9940
2 C 0.1414 -0.1150 -0.5233
3 C 0.7038 -0.5371 0.8904
4 H -2.3263 1.4288 -1.9790
5 H -1.0211 0.9467 -2.9944
6 H 0.5641 1.9558 -1.0035
7 H -0.9110 1.6455 0.1762
8 H -0.6453 -0.8431 -0.6502
9 H 0.9119 -0.5045 -1.3465
10 H -1.1032 -1.0547 1.5777
11 H -0.0850 -1.2913 2.6240
12 H 2.1661 0.4886 0.7846
13 N -1.6358 0.7802 -2.1685
14 N -0.1855 -1.4179 1.5772
15 N 1.8533 -0.1530 1.5303

Here are the Mulliken charges for atoms 1 to 5, given in e: -0.2835 -0.8631 0.4590 0.2364 0.2608

So which one is most stable? That would be B, about 2.6 kcal/mol below the next structure.

## A
Below is C16H17N3O3S in the gas phase, with properties calculated with ωB97M-V/def2-TZVPD.

Summary:
Spin multiplicity = 1
LUMO energy = 0.32 eV
SMILES = COc1cccc(OC)c1C(=O)NC(=S)NCc1cccnc1
Frontier orbital gap = 8.70 eV
HOMO = -8.4 eV

Cartesian coordinates (Å):
1 C -2.8497 -2.5672 1.2987
2 O -2.9707 -2.1114 -0.0348
3 C -3.3718 -0.7973 -0.1686
4 C -4.6790 -0.5342 -0.5517
5 C -5.0895 0.7737 -0.7264
6 C -4.2156 1.8251 -0.5209
7 C -2.9000 1.5796 -0.1347
8 O -1.9644 2.5346 0.0435
9 C -2.3252 3.8869 -0.1128
10 C -2.4716 0.2510 0.0459
11 C -1.0754 -0.0007 0.4981
12 O -0.5418 0.6190 1.4002
13 N -0.4495 -1.0026 -0.1962
14 C 0.8477 -1.4662 -0.0365
15 S 1.3483 -2.6897 -1.0223
16 N 1.5836 -0.9029 0.9226
17 C 2.9899 -1.1729 1.1131
18 C 3.8204 -0.0894 0.4760
19 C 4.1882 1.0490 1.1827
20 C 4.9112 2.0385 0.5376
21 C 5.2313 1.8503 -0.7986
22 N 4.8807 0.7752 -1.4827
23 C 4.1943 -0.1664 -0.8631
24 H -2.4418 -3.5740 1.2358
25 H -3.8272 -2.5951 1.7912
26 H -2.1754 -1.9336 1.8838
27 H -5.3520 -1.3608 -0.7128
28 H -6.1058 0.9808 -1.0249
29 H -4.5638 2.8347 -0.6647
30 H -2.6559 4.0985 -1.1346
31 H -3.1071 4.1785 0.5948
32 H -1.4200 4.4536 0.0979
33 H -0.9877 -1.5172 -0.8852
34 H 1.1585 -0.1156 1.4126
35 H 3.1877 -1.2244 2.1875
36 H 3.2069 -2.1400 0.6517
37 H 3.9149 1.1561 2.2237
38 H 5.2163 2.9333 1.0579
39 H 5.7935 2.5923 -1.3503
40 H 3.9274 -1.0276 -1.4617

Here are the Mulliken charges for atoms 1 to 5, given in e: -0.6707 -0.5514 0.2051 -0.5839 -0.6945

## B
Below is C16H17N3O3S in the gas phase, with properties calculated with ωB97M-V/def2-TZVPD.

Summary:
Spin multiplicity = 1
LUMO energy = 0.42 eV
SMILES = CCOc1ccccc1/C=N/NC(=O)CNC(=O)c1cccs1
Frontier orbital gap = 8.75 eV
HOMO = -8.3 eV

Cartesian coordinates (Å):
1 C -1.0818 -1.1990 3.0798
2 C -0.7074 0.2784 3.0632
3 O -0.2992 0.7517 1.7891
4 C -1.2062 1.1901 0.8984
5 C -2.5840 1.0157 1.0099
6 C -3.4460 1.5458 0.0676
7 C -2.9606 2.2881 -0.9949
8 C -1.5994 2.4858 -1.1113
9 C -0.7080 1.9318 -0.1967
10 C 0.7141 2.1448 -0.3880
11 N 1.5702 1.2647 -0.0673
12 N 2.8783 1.4941 -0.2724
13 C 3.8409 0.5308 -0.1929
14 O 5.0093 0.8222 -0.3250
15 C 3.3589 -0.8961 0.0162
16 N 2.1760 -1.2102 -0.7454
17 C 1.0570 -1.6802 -0.1354
18 O 1.0827 -2.1884 0.9700
19 C -0.1841 -1.5476 -0.9078
20 C -0.4701 -0.8347 -2.0422
21 C -1.8323 -0.8793 -2.3881
22 C -2.5647 -1.6204 -1.5126
23 S -1.6094 -2.2734 -0.2525
24 H -1.1677 -1.5354 4.1094
25 H -2.0243 -1.3848 2.5716
26 H -0.3040 -1.7713 2.5809
27 H 0.1760 0.4303 3.6905
28 H -1.5224 0.9023 3.4539
29 H -2.9952 0.4552 1.8335
30 H -4.5082 1.3823 0.1729
31 H -3.6366 2.7109 -1.7217
32 H -1.2061 3.0653 -1.9344
33 H 1.0102 3.0941 -0.8572
34 H 3.2014 2.4337 -0.5252
35 H 4.1893 -1.5623 -0.2436
36 H 3.1043 -1.0494 1.0710
37 H 2.0942 -0.7956 -1.6586
38 H 0.2550 -0.2830 -2.6141
39 H -2.2485 -0.3799 -3.2444
40 H -3.6177 -1.8187 -1.5386

Here are the Mulliken charges for atoms 1 to 5, given in e: -0.7751 -0.6215 -0.4606 0.5827 -0.4106

So which one is most stable? That would be A, about 13.6 kcal/mol below the next structure.